Record 1
C4H5NOS in the gas phase, computed with ωB97M-V/def2-TZVPD.

```
12
Properties=species:S:1:pos:R:3:mulliken_charge:R:1
C -1.2812 -0.7439 0.5698 -0.57
C 1.3027 0.3647 -0.9034 -0.33
C 0.8606 0.7082 0.3512 0.43
C -0.5218 0.6373 0.2186 -0.40
H -0.8652 -1.1075 1.5778 0.29
H -2.4009 -0.7329 0.7404 0.37
H 2.0258 0.7346 -1.5557 0.46
H 1.1643 -0.1309 1.1051 0.22
H -0.8849 0.9997 -0.7660 0.37
N 0.8380 -0.7589 -1.4051 -0.41
O 0.2441 1.7276 0.8901 -0.46
S -0.4814 -1.6980 -0.8227 0.01
```

Computed properties:
- LUMO energy: 0.705 eV
- Energy above the lowest of the compared OMol25 structures with the same formula, charge and spin: 5.2096 eV
- Orbital gap: 9.53 eV
- Maximum force: 0.12412 Eh/bohr
- HOMO level: -8.828 eV

***

Record 2
A molecular structure, C7H11MnNP, computed with ωB97M-V/def2-TZVPD.

```
21
Properties=species:S:1:pos:R:3:lowdin_spin:R:1
C -1.4741 0.3146 -1.8245 0.02
C -0.6499 0.5199 -2.9858 0.01
C 0.1783 1.6749 -2.6990 0.01
C -0.2169 2.2368 -1.4560 0.01
C -1.2141 1.3763 -0.9001 0.04
Mn -1.4569 -0.5479 1.0162 4.80
P -1.0805 -2.8534 0.5411 -0.03
H -2.2599 -0.4379 -1.6627 0.01
H -0.6414 -0.0826 -3.8431 0.00
H 0.8792 2.1061 -3.4149 0.00
H -1.9758 1.7717 -0.2272 0.04
H 0.2301 3.0872 -0.8874 0.00
H 0.1757 -3.6281 0.6958 -0.01
H -1.7617 -3.4834 -0.6236 -0.01
H -1.9018 -3.2675 1.7698 0.03
C 2.5675 0.2285 3.0737 0.01
C 1.5653 0.2468 2.0290 0.03
N 0.6287 0.1008 1.3867 0.05
H 3.1340 -0.7062 2.9865 0.00
H 2.0362 0.2540 4.0374 0.01
H 3.2380 1.0895 2.9880 0.00
```

Computed properties:
- LUMO energy (spin up / spin down): 2.850 / 2.784 eV
- 2S+1: 6
- Orbital gap (spin up / spin down): 4.10 / 4.21 eV
- Maximum force: 0.06505 Eh/bohr
- <S²>: 9.0146
- Charge: -1
- HOMO level (spin up / spin down): -1.253 / -1.429 eV

***

Record 3
2 unconnected molecules or ions with the total composition C2H3NS, computed with ωB97M-V/def2-TZVPD.

```
7
Properties=species:S:1:pos:R:3:mulliken_charge:R:1
C -2.3117 0.1427 0.0483 -0.13
C 1.4510 -0.3103 -0.2989 -0.28
N 0.5129 0.0416 0.4147 -0.47
S -2.8629 1.0441 1.1312 -0.01
H 2.4715 -0.1443 -0.1081 0.28
H 1.2198 -0.6321 -1.4040 0.17
H -0.4806 -0.1417 0.2169 0.45
```

Computed properties:
- LUMO energy: -0.369 eV
- Energy above the lowest of the compared OMol25 structures with the same formula, charge and spin: 3.1709 eV
- Orbital gap: 8.76 eV
- Maximum force: 0.09700 Eh/bohr
- HOMO level: -9.128 eV